Below is C42H47CsF2N3O4Te as an isolated structure, with properties calculated with ωB97M-V with the def2-TZVPD basis set.

```
100
Properties=species:S:1:pos:R:3:forces:R:3
Cs -0.392557 -2.224802 -1.612182 -1.3 0.3 0.5
N -0.670177 -7.053181 0.873074 0.0 0.0 0.0
C 0.358396 -6.015142 0.764827 0.1 0.1 0.0
C 0.110340 -4.972873 -0.350174 -0.1 -0.5 0.5
O 1.106379 -4.518432 -0.943536 0.3 -0.2 0.0
O -1.095832 -4.651466 -0.521997 -0.1 -0.6 0.1
H -0.601069 -7.647984 0.052862 0.0 0.0 0.0
H -1.560758 -6.572608 0.761234 0.0 0.0 0.0
H 1.339573 -6.469792 0.624199 0.0 0.0 0.0
H 0.393069 -5.466256 1.712521 0.0 0.0 0.0
F -1.173381 3.862703 -2.583480 0.0 0.0 0.0
C -2.135354 3.028241 -2.065566 0.0 0.1 0.0
C -1.889030 1.677664 -1.963753 0.1 0.1 -0.1
C -2.834902 0.771982 -1.445477 -0.1 -0.1 -0.1
C -4.068916 1.359137 -1.069910 0.1 0.1 0.0
C -4.267116 2.733500 -1.167849 0.0 0.0 0.1
F -5.438549 3.318304 -0.722819 0.0 0.0 0.0
C -3.322062 3.613033 -1.656728 0.1 -0.1 0.0
C -5.182292 0.500486 -0.598247 -0.2 -0.1 0.0
C -6.493338 0.716530 -1.056345 0.1 0.0 0.0
C -7.513046 -0.112383 -0.638892 0.0 -0.1 0.1
C -7.212334 -1.154895 0.229843 0.0 0.0 0.0
C -5.892191 -1.303372 0.623722 -0.1 -0.1 0.0
N -4.902592 -0.507158 0.233477 0.0 0.0 0.1
H -0.916991 1.335896 -2.311286 0.0 0.0 0.0
H -3.500464 4.677219 -1.701151 0.0 0.0 0.0
H -6.682756 1.522471 -1.750759 0.0 0.0 0.0
H -8.526329 0.043517 -0.993368 0.0 0.0 0.0
H -7.967103 -1.842755 0.589705 0.0 0.0 0.0
H -5.612009 -2.125602 1.274284 0.0 0.0 0.0
C -3.610677 -3.327208 3.047527 0.0 0.0 0.0
C -3.476105 -4.414992 2.004241 0.0 0.0 0.0
O -4.604648 -4.357771 1.148767 0.0 0.0 0.0
C -4.402475 -5.029867 -0.085083 0.1 -0.1 0.1
C -5.396436 -4.496330 -1.091924 0.0 0.0 0.0
H -2.770396 -3.357533 3.742693 0.0 0.0 0.0
H -4.532557 -3.449722 3.619801 0.0 0.0 0.0
H -3.626963 -2.347874 2.568658 0.0 0.0 0.0
H -3.418906 -5.408473 2.477982 0.0 0.0 0.0
H -2.563364 -4.274196 1.416389 0.0 0.0 0.0
H -4.542318 -6.114418 0.059281 0.0 0.0 0.0
H -3.372429 -4.871338 -0.414791 0.0 0.0 -0.1
H -6.416408 -4.594948 -0.714727 0.0 0.0 0.0
H -5.321742 -5.044359 -2.032598 0.0 0.0 0.0
H -5.208550 -3.441663 -1.291468 0.0 0.0 0.0
C 1.796172 5.432192 5.265724 0.0 0.0 0.1
C 1.658986 4.502008 4.091455 0.0 0.0 0.0
C 1.920539 3.146145 4.212383 0.0 0.0 0.0
C 1.795187 2.274343 3.134458 0.0 0.0 0.0
C 2.059290 0.814638 3.369690 0.0 -0.1 0.0
C 1.412963 2.764473 1.875333 -0.1 0.1 0.1
Te 1.132131 1.464207 0.179535 0.0 -0.3 0.1
N 1.230612 -0.064823 -2.018712 0.5 0.3 -0.1
C 1.153536 -0.278416 -3.296363 0.1 0.0 -0.2
O 0.506308 -1.186701 -3.891100 0.5 0.4 -0.8
C 2.002922 0.677037 -4.115783 0.0 0.0 0.0
C 2.221130 1.990244 -3.715292 0.0 0.0 0.0
C 3.018283 2.828363 -4.481864 0.0 0.0 0.0
C 3.611357 2.358525 -5.645547 0.0 0.0 0.0
C 3.388198 1.048869 -6.050369 0.0 0.0 0.0
C 2.579586 0.215756 -5.292862 0.0 0.0 0.0
C 3.148065 0.745384 0.231306 -0.1 0.0 -0.1
C 4.190441 1.662068 0.052295 0.1 0.0 0.0
C 3.970794 3.137745 -0.136179 0.0 0.1 0.0
C 5.513393 1.217113 0.064133 0.0 0.0 0.0
C 5.832713 -0.114686 0.241801 -0.1 -0.1 0.0
C 7.260189 -0.586459 0.243116 0.1 0.0 0.0
C 4.787916 -1.012941 0.412065 0.1 0.0 0.0
C 3.455028 -0.620527 0.399917 0.0 0.1 0.0
C 2.434493 -1.706949 0.601972 -0.1 0.1 0.0
C 1.121313 4.132773 1.749241 0.0 0.0 0.1
C 0.678297 4.781465 0.463224 -0.1 0.0 -0.1
C 1.252725 4.971859 2.853068 0.0 0.0 0.0
H 2.040879 4.881802 6.174815 0.0 0.0 0.0
H 0.870770 5.983139 5.447170 0.0 0.0 0.0
H 2.585244 6.170096 5.101328 0.0 0.0 0.0
H 2.216957 2.746440 5.177963 0.0 0.0 0.0
H 2.200626 0.616448 4.433315 0.0 0.0 0.0
H 2.947958 0.474642 2.835850 0.0 0.0 0.0
H 1.226225 0.207648 3.008591 0.0 0.0 0.0
H 1.755034 2.353356 -2.807133 0.0 0.0 0.0
H 3.172751 3.853287 -4.164612 0.0 0.0 0.0
H 4.241373 3.012061 -6.238615 0.0 0.0 0.0
H 3.842882 0.677704 -6.962269 0.0 0.0 0.0
H 2.368244 -0.801063 -5.597969 0.0 0.0 0.0
H 3.042095 3.340136 -0.669676 0.0 0.0 0.0
H 4.797806 3.572551 -0.700121 0.0 0.0 0.0
H 3.902978 3.652020 0.826210 0.0 0.0 0.0
H 6.307626 1.943373 -0.080895 0.0 0.0 0.0
H 7.950357 0.249500 0.122752 0.0 0.0 0.0
H 7.444060 -1.291975 -0.570109 0.0 0.0 0.0
H 7.510197 -1.097149 1.176089 0.0 0.0 0.0
H 5.009608 -2.067233 0.550599 0.0 0.0 0.0
H 2.809180 -2.443256 1.315605 0.0 0.0 0.0
H 2.216829 -2.260134 -0.314718 0.1 0.1 0.0
H 1.499323 -1.292794 0.975538 -0.1 0.0 0.0
H 0.303359 4.080322 -0.278220 0.0 0.0 0.0
H 1.510311 5.323391 0.003517 0.0 0.0 0.0
H -0.114427 5.504464 0.661606 0.0 0.0 0.0
H 1.016560 6.026229 2.735764 0.0 0.0 0.0
```
Forces are in eV/Å.

total charge = -2
molar mass = 956.4 g mol⁻¹
E_HOMO (spin up / spin down) = -1.42 / -1.42 eV
frontier orbital gap (spin up / spin down) = 5.16 / 5.16 eV
multiplicity = 2
calculated total energy = -70252.84677 eV

***

Below is a 10-piece molecular cluster, C42H47F4N3O3 overall, with properties calculated with ωB97M-V with the def2-TZVPD basis set.

```
99
Properties=species:S:1:pos:R:3:forces:R:3
F 2.898587 0.313776 -2.216473 0.0 0.0 0.0
C 1.828632 0.701936 -1.512650 -1.6 0.7 1.0
C 1.926942 1.715865 -0.553141 1.3 -0.7 -0.1
C 0.835758 2.068100 0.192839 -1.7 -0.1 -0.7
C -0.411962 1.516987 -0.120154 -0.1 -0.2 1.3
C -0.543016 0.496352 -1.049957 -0.1 0.9 0.2
C 0.569735 0.118643 -1.737160 2.0 -0.3 -1.4
H 2.861155 2.173459 -0.262882 0.3 -0.1 -0.4
H 0.881548 2.837164 0.949703 0.2 0.0 0.1
H -1.239843 1.794673 0.515374 -0.3 0.1 -0.2
H -1.479738 0.037793 -1.330467 -0.2 0.1 0.3
H 0.488429 -0.574596 -2.561299 0.1 -0.3 0.1
F -8.238337 -3.906950 -5.108323 -0.1 -0.3 0.1
C -9.445707 -4.369261 -5.494690 -0.1 -0.9 -0.4
C -9.651098 -5.741285 -5.689278 -0.3 1.0 0.1
C -10.905606 -6.197900 -6.140107 0.0 1.5 0.5
C -11.969739 -5.270699 -6.322518 1.5 1.1 0.1
C -11.702020 -3.853646 -6.153464 0.0 -2.9 -0.2
C -10.436195 -3.458572 -5.757360 -0.9 0.9 0.1
H -8.831049 -6.397248 -5.437013 0.0 -0.2 -0.2
H -10.974076 -7.263710 -6.300610 -0.5 0.0 0.0
H -12.954861 -5.604710 -6.613000 0.0 0.0 -0.1
H -12.442170 -3.094604 -6.359461 -0.2 -0.2 0.1
H -10.330433 -2.395070 -5.601794 0.6 0.0 0.0
F 4.994422 -6.538884 -1.994525 -1.8 2.0 0.7
C 5.712367 -7.540353 -2.384580 1.3 -1.4 -0.8
C 5.705983 -8.696606 -1.637653 0.9 -0.2 -0.2
C 6.617955 -9.671511 -2.028780 0.3 -0.2 -0.3
C 7.443120 -9.525031 -3.146885 0.7 1.2 -0.2
C 7.479105 -8.310529 -3.874533 -2.6 -0.3 0.9
C 6.496183 -7.352869 -3.510984 1.1 -0.7 -0.4
H 5.124667 -8.773784 -0.730741 -0.1 0.0 0.0
H 6.760729 -10.553991 -1.422774 -0.3 -0.2 0.0
H 8.149895 -10.298019 -3.410265 0.0 -0.2 0.1
H 8.042040 -8.144145 -4.781067 0.3 -0.2 0.1
H 6.320984 -6.460299 -4.093230 0.2 0.2 0.1
F -2.918910 9.263480 2.810579 -0.2 -0.3 -0.1
C -2.526056 8.449318 3.806768 0.8 0.2 0.7
C -1.370853 8.775230 4.495428 -0.1 0.8 0.5
C -0.989497 8.030117 5.598825 0.1 0.7 -1.1
C -1.741832 6.950837 5.973480 1.2 -1.4 0.5
C -2.864818 6.570820 5.277825 -0.4 0.6 -0.6
C -3.262639 7.355116 4.197298 -0.8 0.0 -0.2
H -0.841931 9.701126 4.324116 0.1 0.0 -0.6
H -0.053576 8.302813 6.063687 -0.1 -0.2 0.4
H -1.230283 6.300464 6.667540 -0.6 -0.2 0.6
H -3.485711 5.723034 5.527123 0.2 -0.1 0.2
H -4.208644 7.178129 3.707246 0.0 -0.2 -0.2
C -11.428909 -0.650457 3.718200 0.3 1.2 -0.4
C -10.543717 -1.425676 2.965491 0.0 0.7 -0.2
C -9.520246 -0.782362 2.208119 -1.2 0.9 1.2
N -9.386453 0.566508 2.154421 -0.9 -0.4 1.1
C -10.276861 1.288946 2.900748 0.1 -0.9 -0.4
C -11.297758 0.740534 3.664589 0.7 -0.6 -0.4
H -12.233806 -0.960596 4.368099 0.1 -0.9 -0.2
H -10.698467 -2.494095 2.935166 0.4 -0.1 0.0
H -8.755727 -1.372437 1.724687 -0.1 0.0 -0.3
H -10.239467 2.367204 2.949537 0.6 0.2 -0.6
H -11.958432 1.398828 4.209165 0.0 0.0 0.1
C 9.220313 3.340512 -5.066016 -0.5 0.2 0.5
C 9.644791 3.371241 -3.744614 -0.3 0.8 0.4
C 9.928300 4.607605 -3.129129 0.6 1.1 -1.9
N 9.982818 5.798599 -3.814439 -1.3 -1.9 -1.5
C 9.559805 5.711209 -5.143203 0.8 -0.2 2.6
C 9.133928 4.542392 -5.747748 0.6 0.8 -0.2
H 8.828733 2.419693 -5.472413 0.3 -0.1 -0.3
H 9.662401 2.461619 -3.162646 0.1 0.0 0.1
H 10.227901 4.684365 -2.094363 -0.1 -0.2 0.1
H 9.572921 6.620459 -5.725850 0.1 0.2 0.2
H 8.852451 4.695746 -6.779091 -0.3 -0.7 -0.1
C -3.850882 -7.601207 -0.156202 -0.1 0.6 0.1
C -2.936681 -6.728152 0.443088 -0.5 -0.2 -0.5
C -3.283224 -6.132574 1.640227 -1.5 -0.2 0.7
N -4.423336 -6.430461 2.322059 -0.1 -1.1 -1.7
C -5.257995 -7.345307 1.735016 0.7 0.4 0.1
C -5.062568 -7.909794 0.459815 1.8 0.3 0.7
H -3.687841 -7.990683 -1.150250 0.4 -0.2 0.0
H -2.011499 -6.476962 -0.054234 0.1 0.0 0.0
H -2.704684 -5.340126 2.091582 0.3 -0.1 0.0
H -6.105047 -7.644537 2.334493 -0.2 0.1 0.1
H -5.591450 -8.705999 -0.042919 -0.9 0.2 0.5
C 6.840283 6.149273 6.397075 0.6 1.6 1.4
O 6.157051 5.540667 5.391152 -0.8 -1.7 -1.6
H 7.670489 6.748827 6.023729 0.2 0.2 0.0
H 6.145045 6.800059 6.927379 0.2 0.3 0.4
H 7.263530 5.467951 7.135149 -0.2 -0.4 -0.3
H 5.843871 6.199896 4.767507 0.0 0.0 0.0
C 7.627990 -0.851875 3.497881 0.1 -0.4 -0.1
O 8.744730 -1.071927 4.342779 0.0 0.0 0.2
H 6.929419 -0.123346 3.909409 0.1 0.3 -0.1
H 8.013604 -0.582813 2.514520 -0.5 0.2 -0.2
H 7.071217 -1.784270 3.404341 0.2 -0.1 0.0
H 9.360319 -0.361381 4.148407 0.1 0.0 0.2
C 6.025853 8.661007 0.262256 -0.7 0.1 -0.1
O 4.927752 8.824492 1.154709 0.2 -0.2 0.5
H 7.012008 8.634150 0.725807 0.0 0.0 0.3
H 5.843742 7.697355 -0.213457 0.2 0.2 -0.3
H 5.973135 9.487277 -0.446686 0.4 -0.2 -0.4
H 5.103018 9.559662 1.746639 0.0 0.1 0.0
```
Forces are in eV/Å.

total charge = 0
structure (SMILES) = Fc1ccccc1.Fc1ccccc1.Fc1ccccc1.Fc1ccccc1.c1ccncc1.c1ccncc1.c1ccncc1.CO.CO.CO
molar mass = 717.8 g mol⁻¹
E_HOMO = -9.09 eV
relative energy (zero: lowest compared OMol25 entry of this formula, charge and spin) = 267.3 kJ/mol
frontier orbital gap = 9.49 eV
calculated total energy = -65794.13707 eV